Here is a cluster of 3 separate species, C35H76N8O11P2 in total from OMol25. Energies are from ωB97M-V with the def2-TZVPD basis set.

HOMO energy, eV: -8.45
LUMO energy, eV: 0.234
SMILES: CCOCC[C@@]1(COCOCCO)[C@H](COC)NC(=O)[C@]1(CCCCCCOC(C)=O)OC#N.CN(C)P(=O)(N(C)C)N(C)C.CN(C)P(=O)(N(C)C)N(C)C
Frontier orbital gap, eV: 8.686
E_tot, eV: -90543.151

The geometry in ORCA input format:
```
! wB97M-V def2-TZVPD RIJCOSX def2/J DEFGRID3
* xyz 0 1
C 5.153 -4.841 4.578
C 5.399 -4.532 3.077
O 5.685 -3.137 2.930
C 4.497 -2.394 2.702
C 4.296 -2.266 1.176
C 2.881 -1.834 0.699
C 2.990 -1.404 -0.795
O 4.137 -1.933 -1.435
C 3.942 -3.252 -1.880
O 5.120 -3.954 -1.564
C 5.199 -5.186 -2.270
C 4.409 -6.277 -1.492
O 5.119 -7.511 -1.494
C 1.935 -3.026 1.025
C 0.749 -3.342 0.058
O 0.932 -4.624 -0.559
C 0.236 -5.639 0.136
N 1.309 -2.755 2.344
C 1.476 -1.430 2.723
O 1.133 -0.997 3.789
C 2.161 -0.720 1.532
C 3.064 0.490 1.779
C 2.707 1.360 3.015
C 3.587 0.981 4.220
C 5.035 1.519 4.094
C 5.619 1.854 5.499
C 6.924 1.078 5.821
O 7.982 2.038 6.021
C 8.875 1.675 6.997
C 8.420 1.573 8.447
O 10.023 1.488 6.709
O 1.092 -0.316 0.574
C 0.075 0.262 1.131
N -0.943 0.523 1.599
H 6.039 -5.286 5.027
H 4.266 -5.462 4.724
H 4.948 -3.884 5.065
H 4.528 -4.775 2.458
H 6.293 -5.071 2.764
H 4.699 -1.394 3.094
H 3.643 -2.816 3.240
H 5.082 -1.602 0.817
H 4.464 -3.261 0.761
H 3.064 -0.319 -0.873
H 2.112 -1.690 -1.379
H 3.090 -3.695 -1.342
H 3.785 -3.269 -2.969
H 6.250 -5.484 -2.234
H 4.881 -5.099 -3.315
H 4.351 -5.945 -0.454
H 3.416 -6.361 -1.947
H 4.869 -7.972 -2.302
H 2.418 -4.002 1.144
H 0.544 -2.572 -0.687
H -0.156 -3.422 0.665
H 0.249 -5.506 1.224
H -0.797 -5.762 -0.209
H 0.757 -6.580 -0.070
H 1.521 -3.447 3.048
H 4.124 0.241 1.827
H 2.947 1.133 0.900
H 1.645 1.307 3.254
H 2.942 2.407 2.798
H 3.620 -0.099 4.390
H 3.138 1.424 5.114
H 5.683 0.805 3.577
H 5.012 2.448 3.518
H 4.903 1.617 6.287
H 5.854 2.918 5.531
H 7.188 0.403 5.004
H 6.760 0.491 6.727
H 9.283 1.285 9.038
H 8.004 2.534 8.756
H 7.640 0.818 8.566
C -3.389 2.527 -2.666
N -2.044 1.998 -2.608
C -1.882 1.096 -1.467
P -0.594 2.788 -3.109
O 0.240 1.571 -3.423
N -0.745 3.387 -4.718
C -2.010 3.735 -5.334
C 0.144 2.815 -5.723
N -1.048 4.354 -2.471
C -0.163 5.463 -2.913
C -1.011 4.395 -0.987
H -3.589 3.321 -1.930
H -4.113 1.730 -2.479
H -3.655 2.907 -3.648
H -1.718 1.628 -0.526
H -1.036 0.423 -1.618
H -2.762 0.463 -1.346
H -2.601 2.845 -5.589
H -1.840 4.294 -6.258
H -2.600 4.399 -4.701
H -0.196 1.828 -6.059
H 1.158 2.720 -5.344
H 0.196 3.473 -6.595
H 0.882 5.285 -2.643
H -0.487 6.397 -2.451
H -0.215 5.619 -3.985
H -0.045 4.076 -0.589
H -1.785 3.765 -0.550
H -1.212 5.405 -0.632
C -10.732 2.844 -2.528
N -10.358 1.472 -2.808
C -11.460 0.556 -2.511
P -8.782 0.779 -2.664
O -8.922 -0.328 -3.676
N -7.613 1.721 -3.513
C -7.756 3.139 -3.778
C -6.939 1.082 -4.639
N -8.383 1.613 -1.177
C -6.951 1.506 -0.802
C -9.134 1.087 -0.011
H -10.738 3.100 -1.459
H -11.739 3.033 -2.907
H -10.102 3.564 -3.041
H -11.539 0.323 -1.441
H -11.331 -0.384 -3.047
H -12.413 0.976 -2.834
H -8.506 3.338 -4.553
H -6.805 3.557 -4.122
H -8.002 3.697 -2.874
H -7.570 1.058 -5.535
H -6.645 0.065 -4.396
H -6.020 1.624 -4.882
H -6.636 0.463 -0.702
H -6.770 2.015 0.146
H -6.304 1.986 -1.528
H -9.017 0.006 0.103
H -10.198 1.309 -0.086
H -8.793 1.567 0.906
*
```

Löwdin population analysis, charges in e, atoms 1 to 99:
1 C -0.06
2 C -0.24
3 O -0.15
4 C -0.19
5 C -0.06
6 C -0.24
7 C -0.11
8 O -0.08
9 C -0.23
10 O -0.10
11 C -0.17
12 C -0.22
13 O -0.06
14 C -0.18
15 C -0.15
16 O -0.20
17 C -0.11
18 N 0.13
19 C -0.40
20 O 0.13
21 C -0.23
22 C -0.07
23 C -0.17
24 C -0.21
25 C -0.18
26 C -0.14
27 C -0.16
28 O -0.03
29 C -0.52
30 C 0.02
31 O 0.13
32 O 0.04
33 C -0.33
34 N 0.21
35 H 0.07
36 H 0.07
37 H 0.07
38 H 0.10
39 H 0.12
40 H 0.10
41 H 0.12
42 H 0.14
43 H 0.11
44 H 0.14
45 H 0.12
46 H 0.12
47 H 0.15
48 H 0.13
49 H 0.12
50 H 0.12
51 H 0.12
52 H 0.09
53 H 0.15
54 H 0.12
55 H 0.12
56 H 0.09
57 H 0.09
58 H 0.09
59 H 0.15
60 H 0.11
61 H 0.13
62 H 0.10
63 H 0.11
64 H 0.10
65 H 0.11
66 H 0.10
67 H 0.11
68 H 0.10
69 H 0.11
70 H 0.12
71 H 0.11
72 H 0.09
73 H 0.09
74 H 0.07
75 C -0.13
76 N -0.29
77 C -0.14
78 P 0.69
79 O -0.31
80 N -0.33
81 C -0.15
82 C -0.14
83 N -0.27
84 C -0.13
85 C -0.13
86 H 0.08
87 H 0.07
88 H 0.04
89 H 0.04
90 H 0.06
91 H 0.08
92 H 0.08
93 H 0.08
94 H 0.07
95 H 0.08
96 H 0.07
97 H 0.08
98 H 0.09
99 H 0.08


Here is a structure of composition C2H8O2 from OMol25. Energies are from ωB97M-V with the def2-TZVPD basis set.

HOMO energy, eV: -8.70
LUMO energy, eV: 0.520
Frontier orbital gap, eV: 9.216
E_tot, eV: -6294.974

The geometry in ORCA input format:
```
! wB97M-V def2-TZVPD RIJCOSX def2/J DEFGRID3
* xyz 0 1
C 42.168 13.159 13.860
O 43.113 13.934 13.182
H 41.158 13.569 13.842
H 42.182 12.153 13.442
H 42.407 13.098 14.921
H 43.970 13.596 13.451
C 44.716 12.111 14.420
O 44.788 13.460 14.139
H 45.752 11.772 14.428
H 44.192 11.982 15.367
H 44.296 11.606 13.550
H 45.164 13.877 14.917
*
```

Partial atomic charges computed with the natural (NBO) method, in multiples of e:
1 C -0.25
2 O -0.76
3 H 0.18
4 H 0.14
5 H 0.12
6 H 0.44
7 C -0.27
8 O -0.66
9 H 0.18
10 H 0.19
11 H 0.21
12 H 0.50


Here is a cluster of 4 separate species, C5H17N2O in total from OMol25. Energies are from ωB97M-V with the def2-TZVPD basis set.

HOMO energy, eV: -13.26
LUMO energy, eV: -9.427
Frontier orbital gap, eV: 3.834
E_tot, eV: -10474.291

The geometry in ORCA input format:
```
! wB97M-V def2-TZVPD RIJCOSX def2/J DEFGRID3
* xyz 1 1
N 2.235 -3.308 0.205
C -2.186 0.200 -0.913
C -3.378 0.625 -1.715
C -1.114 -0.452 -1.457
N 1.326 -0.407 0.926
C 1.721 0.785 0.209
C 1.633 2.108 1.059
H 2.150 -3.627 -0.752
H 2.005 -2.314 0.305
H 1.571 -3.880 0.725
H -2.174 0.322 0.170
H -3.357 0.230 -2.730
H -3.541 1.710 -1.737
H -4.236 0.169 -1.213
H -0.877 -0.506 -2.509
H -0.327 -0.520 -0.720
H 1.964 -0.447 1.732
H 2.723 0.678 -0.241
H 1.041 0.978 -0.621
H 2.191 2.021 1.990
H 0.567 2.162 1.298
H 1.961 2.983 0.499
H -1.307 0.195 2.510
H 0.279 -0.130 1.307
O -0.870 0.424 1.674
*
```

Partial atomic charges computed with the natural (NBO) method, in multiples of e:
1 N -0.97
2 C -0.03
3 C -0.68
4 C -0.31
5 N -0.42
6 C -0.28
7 C -0.57
8 H 0.37
9 H 0.35
10 H 0.37
11 H 0.23
12 H 0.24
13 H 0.26
14 H 0.25
15 H 0.22
16 H 0.18
17 H 0.40
18 H 0.28
19 H 0.23
20 H 0.22
21 H 0.25
22 H 0.25
23 H 0.49
24 H 0.40
25 O -0.73


Here is a cluster of 2 separate species, C5H11BrOSi in total from OMol25. Energies are from ωB97M-V with the def2-TZVPD basis set.

HOMO energy, eV: -9.60
LUMO energy, eV: 0.781
Frontier orbital gap, eV: 10.379
E_tot, eV: -85329.888

The geometry in ORCA input format:
```
! wB97M-V def2-TZVPD RIJCOSX def2/J DEFGRID3
* xyz 0 1
C -0.698 -0.578 3.188
C 0.917 0.271 -2.230
C 0.903 -1.320 0.514
C -1.830 -0.247 -0.951
C 0.472 1.438 0.821
O 0.008 -0.590 4.052
Si 0.062 0.091 -0.528
Br -1.183 2.056 1.655
H 0.552 1.137 -2.693
H 2.031 0.511 -2.236
H 0.605 -0.637 -2.984
H 0.819 -2.240 -0.028
H 1.750 -1.062 1.158
H 0.133 -1.469 1.374
H -1.761 -1.249 -1.316
H -2.574 0.017 -0.269
H -2.155 0.530 -1.768
H 0.862 1.051 1.684
H 1.088 2.290 0.557
*
```

Partial atomic charges computed with the natural (NBO) method, in multiples of e:
1 C 0.50
2 C -1.12
3 C -1.11
4 C -1.07
5 C -0.84
6 O -0.50
7 Si 1.57
8 Br -0.03
9 H 0.23
10 H 0.25
11 H 0.25
12 H 0.23
13 H 0.25
14 H 0.23
15 H 0.23
16 H 0.25
17 H 0.24
18 H 0.21
19 H 0.24


Here is an isolated molecule of C6H14O from OMol25. Energies are from ωB97M-V with the def2-TZVPD basis set.

HOMO energy, eV: -10.15
LUMO energy, eV: 0.977
SMILES: CC(C)C[C@@H](C)O
Frontier orbital gap, eV: 11.129
E_tot, eV: -8496.618

The geometry in ORCA input format:
```
! wB97M-V def2-TZVPD RIJCOSX def2/J DEFGRID3
* xyz 0 1
C -2.237 -0.072 -1.196
C -1.088 -0.497 -0.277
C -1.543 -0.419 1.183
C 0.162 0.367 -0.512
C 1.487 -0.231 -0.025
C 2.576 0.830 0.063
O 1.314 -0.850 1.246
H -3.130 -0.677 -0.996
H -1.985 -0.184 -2.257
H -2.506 0.978 -1.021
H -0.831 -1.541 -0.511
H -2.430 -1.038 1.354
H -1.799 0.619 1.436
H -0.748 -0.745 1.852
H 0.005 1.349 -0.040
H 0.284 0.560 -1.588
H 1.792 -1.008 -0.746
H 2.310 1.557 0.841
H 2.698 1.368 -0.882
H 3.542 0.379 0.323
H 2.127 -0.747 1.752
*
```

Partial atomic charges computed with the natural (NBO) method, in multiples of e:
1 C -0.60
2 C -0.22
3 C -0.61
4 C -0.41
5 C 0.11
6 C -0.64
7 O -0.73
8 H 0.21
9 H 0.20
10 H 0.20
11 H 0.20
12 H 0.20
13 H 0.19
14 H 0.24
15 H 0.19
16 H 0.21
17 H 0.15
18 H 0.21
19 H 0.22
20 H 0.20
21 H 0.47


Here is a structure of composition C35H93LiO12 from OMol25. Energies are from ωB97M-V with the def2-TZVPD basis set.

HOMO energy, eV: -8.42
LUMO energy, eV: 0.202
Frontier orbital gap, eV: 8.620
E_tot, eV: -62580.508

The geometry in ORCA input format:
```
! wB97M-V def2-TZVPD RIJCOSX def2/J DEFGRID3
* xyz 0 1
Li 0.306 2.186 -2.277
C 0.110 -0.730 0.799
C 0.346 0.615 0.122
O -0.383 0.792 -1.041
H 0.565 -1.618 0.361
H -0.974 -0.883 0.866
H 0.332 -0.666 1.874
H 1.433 0.714 -0.084
H 0.145 1.369 0.904
C -0.386 -4.905 1.913
C -1.454 -5.959 1.667
C -1.177 -6.908 0.525
O -1.741 -6.671 2.877
H 0.536 -5.483 2.068
H -0.594 -4.289 2.784
H -0.249 -4.255 1.047
H -2.389 -5.436 1.426
H -2.026 -7.561 0.318
H -0.317 -7.558 0.721
H -0.987 -6.369 -0.410
H -0.911 -6.815 3.345
C -5.350 0.728 -0.474
C -3.939 0.721 -1.029
C -3.776 1.814 -2.067
O -2.988 0.951 0.042
H -6.070 0.530 -1.268
H -5.527 1.649 0.080
H -5.486 -0.123 0.198
H -3.744 -0.275 -1.434
H -3.964 2.782 -1.588
H -4.513 1.709 -2.866
H -2.773 1.922 -2.481
H -2.088 1.048 -0.374
C 3.833 -0.516 1.709
C 3.861 0.316 2.985
C 3.761 -0.610 4.201
O 5.086 1.058 3.075
H 4.471 -1.401 1.821
H 4.229 0.022 0.843
H 2.835 -0.858 1.434
H 3.020 1.008 2.958
H 3.442 -0.017 5.062
H 4.728 -1.029 4.480
H 3.028 -1.403 4.043
H 5.810 0.456 2.877
C -3.715 -2.155 3.944
C -3.415 -1.729 2.526
C -4.265 -2.534 1.546
O -3.747 -0.354 2.419
H -3.153 -1.592 4.688
H -3.523 -3.222 4.106
H -4.787 -2.078 4.149
H -2.351 -1.893 2.307
H -4.166 -2.093 0.554
H -5.314 -2.454 1.842
H -3.992 -3.589 1.520
H -3.470 -0.008 1.543
C 3.876 -3.513 -1.415
C 3.551 -4.013 -2.810
C 4.792 -4.498 -3.545
O 2.620 -5.108 -2.677
H 4.611 -2.709 -1.479
H 4.313 -4.332 -0.838
H 2.990 -3.161 -0.889
H 3.032 -3.222 -3.367
H 5.136 -5.444 -3.125
H 5.615 -3.785 -3.467
H 4.572 -4.675 -4.600
H 2.317 -5.343 -3.560
C 0.220 -2.270 -3.379
C -1.307 -2.170 -3.406
C -1.889 -3.067 -2.321
O -1.654 -0.806 -3.152
H 0.541 -3.313 -3.360
H 0.646 -1.730 -2.534
H 0.597 -1.765 -4.275
H -1.725 -2.489 -4.360
H -1.559 -4.101 -2.467
H -2.979 -3.067 -2.353
H -1.531 -2.777 -1.337
H -1.293 -0.561 -2.238
C 3.113 6.353 0.898
C 3.203 4.946 0.330
C 2.041 4.075 0.713
O 3.267 4.985 -1.125
H 3.925 6.974 0.508
H 3.230 6.277 1.979
H 2.182 6.831 0.596
H 4.136 4.469 0.654
H 2.011 3.831 1.781
H 2.035 3.095 0.236
H 1.061 4.544 0.568
H 3.910 5.644 -1.400
C 0.399 1.431 4.860
C -0.759 1.810 5.767
C -1.392 0.608 6.464
O -0.234 2.685 6.800
H 1.128 0.887 5.473
H 0.894 2.314 4.457
H 0.111 0.760 4.045
H -1.513 2.405 5.254
H -0.587 -0.091 6.729
H -2.154 0.091 5.881
H -1.817 0.885 7.428
H 0.526 2.251 7.201
C -0.482 0.312 -6.234
C -0.732 1.547 -5.392
C -2.183 1.983 -5.469
O -0.296 1.359 -4.051
H 0.537 -0.073 -6.125
H -0.525 0.607 -7.288
H -1.162 -0.523 -6.064
H -0.077 2.327 -5.786
H -2.500 2.527 -4.586
H -2.832 1.103 -5.543
H -2.364 2.519 -6.402
H -0.821 0.607 -3.665
C -3.926 4.749 1.863
C -2.508 4.361 1.488
C -1.982 3.172 2.280
O -2.454 4.069 0.063
H -3.996 5.030 2.921
H -4.594 3.890 1.730
H -4.334 5.579 1.289
H -1.842 5.218 1.637
H -1.812 3.504 3.308
H -1.057 2.799 1.844
H -2.695 2.344 2.292
H -2.801 3.166 -0.017
C 2.841 0.512 -3.172
C 3.403 1.805 -2.596
C 4.311 2.536 -3.561
O 2.261 2.629 -2.229
H 2.107 0.095 -2.484
H 3.664 -0.200 -3.259
H 2.413 0.720 -4.151
H 3.893 1.550 -1.646
H 3.717 3.010 -4.344
H 5.016 1.846 -4.021
H 4.840 3.333 -3.035
H 2.585 3.494 -1.908
*
```

Löwdin population analysis, charges in e, atoms 1 to 99:
1 Li 0.66
2 C -0.09
3 C -0.45
4 O -0.38
5 H 0.06
6 H 0.05
7 H 0.06
8 H 0.08
9 H 0.08
10 C -0.05
11 C -0.51
12 C -0.06
13 O -0.05
14 H 0.09
15 H 0.08
16 H 0.07
17 H 0.12
18 H 0.08
19 H 0.08
20 H 0.07
21 H 0.08
22 C -0.04
23 C -0.46
24 C -0.04
25 O -0.11
26 H 0.09
27 H 0.09
28 H 0.06
29 H 0.12
30 H 0.08
31 H 0.09
32 H 0.06
33 H 0.06
34 C -0.06
35 C -0.47
36 C -0.06
37 O -0.06
38 H 0.08
39 H 0.07
40 H 0.06
41 H 0.12
42 H 0.07
43 H 0.08
44 H 0.08
45 H 0.08
46 C -0.05
47 C -0.50
48 C -0.05
49 O -0.07
50 H 0.06
51 H 0.08
52 H 0.09
53 H 0.12
54 H 0.06
55 H 0.09
56 H 0.07
57 H 0.04
58 C -0.05
59 C -0.50
60 C -0.06
61 O -0.07
62 H 0.08
63 H 0.09
64 H 0.07
65 H 0.12
66 H 0.08
67 H 0.08
68 H 0.08
69 H 0.08
70 C -0.04
71 C -0.45
72 C -0.05
73 O -0.10
74 H 0.07
75 H 0.07
76 H 0.07
77 H 0.14
78 H 0.08
79 H 0.08
80 H 0.07
81 H 0.09
82 C -0.05
83 C -0.45
84 C -0.05
85 O -0.08
86 H 0.08
87 H 0.09
88 H 0.09
89 H 0.14
90 H 0.09
91 H 0.06
92 H 0.09
93 H 0.10
94 C -0.06
95 C -0.46
96 C -0.05
97 O -0.07
98 H 0.07
99 H 0.08


Here is a cluster of 4 separate species, H9NO3 in total from OMol25. Energies are from ωB97M-V with the def2-TZVPD basis set.

HOMO energy (spin up / spin down), eV: -15.17 / -15.04
LUMO energy (spin up / spin down), eV: -4.602 / -11.059
Frontier orbital gap (spin up / spin down), eV: 10.565 / 3.979
E_tot, eV: -7767.708

The geometry in ORCA input format:
```
! wB97M-V def2-TZVPD RIJCOSX def2/J DEFGRID3
* xyz 1 2
N 1.273 -0.418 1.702
H 0.656 -0.167 2.511
H 0.856 -0.134 0.874
H 1.302 -1.494 1.602
H -3.644 0.388 -0.162
H -3.822 -1.096 -0.128
O -3.157 -0.400 -0.238
H 2.135 1.326 -0.781
H 3.349 0.936 -0.044
O 3.038 1.331 -0.930
H -0.397 -0.739 -1.780
H -1.204 0.282 -1.071
O -0.384 0.185 -1.555
*
```

Partial atomic charges computed with the natural (NBO) method, in multiples of e:
1 N -0.33
2 H 0.43
3 H 0.40
4 H 0.43
5 H 0.48
6 H 0.49
7 O -0.97
8 H 0.45
9 H 0.44
10 O -0.87
11 H 0.48
12 H 0.49
13 O -0.93


Here is a structure of composition C4H16FKN8O4 from OMol25. Energies are from ωB97M-V with the def2-TZVPD basis set.

HOMO energy, eV: -9.08
LUMO energy, eV: 0.176
Frontier orbital gap, eV: 9.260
E_tot, eV: -43567.738

The geometry in ORCA input format:
```
! wB97M-V def2-TZVPD RIJCOSX def2/J DEFGRID3
* xyz 0 1
K 1.173 0.177 -0.683
F 2.774 -0.873 1.283
C -0.932 2.910 0.449
O -0.718 2.350 -0.628
N 0.027 3.626 1.101
N -2.098 2.787 1.129
H 0.928 3.736 0.678
H -0.128 3.895 2.056
H -2.707 2.044 0.847
H -2.260 3.284 1.985
C 0.295 0.843 3.152
O -0.446 1.665 3.696
N 1.542 1.159 2.698
N -0.067 -0.440 2.879
H 1.829 2.104 2.842
H 1.926 0.481 2.042
H 0.599 -1.067 2.455
H -0.997 -0.740 3.095
C 0.868 -3.232 0.105
O 0.071 -2.298 0.129
N 0.554 -4.453 -0.446
N 2.139 -3.116 0.569
H 1.209 -5.210 -0.395
H -0.374 -4.671 -0.754
H 2.630 -3.959 0.804
H 2.451 -2.174 0.898
C -0.783 0.146 -3.838
O 0.377 0.136 -3.456
N -1.289 -0.726 -4.766
N -1.676 1.085 -3.367
H -2.090 -0.442 -5.301
H -0.685 -1.439 -5.130
H -2.621 0.964 -3.688
H -1.521 1.448 -2.437
*
```

Partial atomic charges computed with the natural (NBO) method, in multiples of e:
1 K 0.97
2 F -0.85
3 C 0.79
4 O -0.75
5 N -0.83
6 N -0.82
7 H 0.40
8 H 0.41
9 H 0.41
10 H 0.41
11 C 0.77
12 O -0.73
13 N -0.87
14 N -0.85
15 H 0.39
16 H 0.43
17 H 0.42
18 H 0.40
19 C 0.77
20 O -0.75
21 N -0.85
22 N -0.87
23 H 0.38
24 H 0.40
25 H 0.37
26 H 0.46
27 C 0.79
28 O -0.70
29 N -0.85
30 N -0.85
31 H 0.39
32 H 0.41
33 H 0.37
34 H 0.44